Record 1
{"formula": "C2H3N2O2", "method": "ωB97M-V/def2-TZVPD", "elements": ["C", "C", "N", "N", "O", "O", "H", "H", "H"], "coordinates": [[0.692894, -1.045392, -1.166275], [0.179877, 1.183290, 1.242879], [-0.273110, -1.013361, -1.826598], [-0.286764, 0.096657, 0.675281], [-0.655568, 1.455988, 2.100594], [-1.257218, -1.017130, -2.382784], [1.632141, -1.299037, -0.918924], [1.187962, 1.789675, 1.260934], [-1.220214, -0.150690, 1.014893]], "forces_ev_per_angstrom": [[-2.602, 1.884, 1.481], [2.423, 2.949, 1.670], [1.588, -0.452, 0.937], [0.827, -1.132, -0.972], [-0.179, -0.320, -0.280], [-2.697, 0.245, -1.707], [2.981, -0.850, 0.556], [-1.713, -1.635, -1.006], [-0.628, -0.690, -0.679]], "de_lowest_kj_mol": 840.9, "total_energy_ha": -337.4179, "molar_mass_da": 87.06, "charge": 1, "gap_ev": [6.30, 6.47], "e_homo_ha": [-0.579, -0.583]}

---

Record 2
{"formula": "C2H3N2O2", "method": "ωB97M-V/def2-TZVPD", "elements": ["C", "C", "N", "N", "O", "O", "H", "H", "H"], "coordinates": [[-0.096431, -0.109391, 0.728638], [-0.114705, -0.110187, -1.521417], [0.367495, 0.048030, 1.903526], [0.515684, 0.206741, -0.384861], [0.091327, 0.163678, -2.639795], [0.531354, 0.212213, 3.068307], [-1.255182, -0.433857, 0.469605], [-1.502173, -0.577843, -1.156893], [1.462632, 0.600617, -0.467112]], "forces_ev_per_angstrom": [[-2.066, 0.107, 2.324], [-5.952, -0.585, -2.339], [-1.062, -0.323, 1.789], [2.958, 0.605, 0.040], [0.835, -0.418, 0.529], [-0.100, -0.291, -2.994], [2.377, 0.278, 1.076], [3.426, 0.785, -0.681], [-0.416, -0.158, 0.255]], "de_lowest_kj_mol": 622.6, "total_energy_ha": -337.5011, "molar_mass_da": 87.06, "charge": 1, "gap_ev": 7.24, "e_homo_ha": -0.576}

---

Record 3
{"formula": "C2H3N2OP", "method": "ωB97M-V/def2-TZVPD", "elements": ["C", "C", "N", "N", "O", "P", "H", "H", "H"], "coordinates": [[-1.238707, -1.391328, -0.205483], [0.433385, 0.317848, 0.098875], [-0.234241, -1.749482, 0.676946], [0.474512, -0.687589, 0.798172], [-1.270244, -0.279434, -0.782917], [0.644473, 2.005198, 0.035295], [-1.927161, -2.145219, -0.492262], [1.474879, 2.098312, -1.068826], [1.643104, 1.831695, 0.940200]], "forces_ev_per_angstrom": [[1.494, 0.184, -0.062], [-1.553, -2.984, 0.426], [-2.989, -1.132, -0.518], [2.227, 2.263, -0.913], [1.029, -0.054, 1.004], [-1.105, 2.308, -0.307], [-0.668, -0.733, -0.034], [0.477, -0.103, -0.505], [1.089, 0.252, 0.910]], "smiles": "O=C/N=N\\C#[PH2]", "de_lowest_kj_mol": 285.4, "total_energy_ha": -603.9931, "molar_mass_da": 102.03, "gap_ev": 9.49, "e_homo_ha": -0.340}

---

Record 4
{"formula": "C2H3N2OS", "method": "ωB97M-V/def2-TZVPD", "elements": ["C", "C", "N", "N", "O", "S", "H", "H", "H"], "coordinates": [[-1.212388, -0.173618, 0.174659], [-0.310355, 0.824854, 0.150021], [-0.132812, -1.677467, -0.435973], [1.010400, 0.593029, 0.141387], [1.865360, 1.524422, -0.312521], [1.327286, -1.100316, 0.225854], [-1.890576, -0.441040, 0.956641], [-0.518719, 1.823602, 0.460179], [-0.138195, -1.373467, -1.360244]], "forces_ev_per_angstrom": [[0.502, 0.895, 1.586], [-2.324, 0.377, 0.598], [1.176, -0.725, 2.471], [2.862, 1.865, -1.490], [-1.401, -1.993, 1.384], [0.006, -1.594, -1.015], [-0.786, -0.396, -0.450], [-0.298, 1.202, -0.664], [0.263, 0.370, -2.419]], "de_lowest_kj_mol": 317.8, "multiplicity": 3, "total_energy_ha": -660.7078, "molar_mass_da": 103.13, "charge": -1, "gap_ev": [3.89, 7.51], "e_homo_ha": [0.004, -0.139]}

---

Q: Which formula does entry 2 have?
A: C2H3N2O2